Here is C27H55NO14S2 as an isolated structure from the OMol25 dataset. Energies are from ωB97M-V with the def2-TZVPD basis set.

Results
Energy above the lowest of the compared OMol25 structures with the same formula, charge and spin: 884.8 kcal per mole
Orbital gap: 0.253 Ha

Last column: Löwdin charge in e.
Cartesian coordinates (Å):
C  1.20  -1.88  -2.27  -0.18
C  -1.84  -2.09  -1.38  -0.15
O  3.27  3.15  -1.27  -0.17
C  -1.89  -3.97  0.16  -0.12
H  0.04  -0.08  3.43  0.09
C  -2.02  1.61  -1.55  -0.17
H  2.14  0.85  -0.87  0.11
H  2.18  -3.52  -3.26  0.12
H  -3.67  -4.23  -1.14  0.11
H  2.76  -1.53  -4.72  0.12
H  0.25  -2.25  -1.88  0.08
H  -2.30  -5.32  -1.47  0.12
C  -1.21  2.46  2.94  -0.15
H  -1.05  -1.63  -1.97  0.11
H  3.40  -3.64  2.20  0.08
C  1.62  -1.48  3.69  -0.47
H  0.14  -0.05  -2.44  0.07
C  -0.83  1.14  -3.39  -0.20
O  0.58  -1.07  1.29  -0.08
H  -4.28  -2.44  2.42  0.15
C  -0.53  -0.40  0.75  -0.31
H  4.35  4.70  -1.78  0.12
C  1.09  -0.47  -2.76  -0.24
C  1.43  -2.76  -3.47  -0.13
H  0.47  -3.26  -3.65  0.12
O  -0.73  1.25  -2.02  -0.21
C  -2.59  -4.32  -1.17  -0.16
O  -2.63  0.64  0.09  -0.23
H  -0.52  0.23  -1.22  0.04
H  1.63  3.64  1.67  0.10
H  -2.91  -0.25  -2.24  0.08
H  1.33  -2.03  -5.52  0.12
C  -1.40  2.55  1.41  -0.25
H  -4.01  1.13  -2.40  0.13
H  -0.98  0.13  1.60  -0.06
O  1.98  4.51  0.20  -0.20
H  -1.03  -4.64  0.23  0.12
H  4.53  -3.01  3.17  0.07
C  1.71  -1.77  -4.53  -0.17
H  1.50  0.59  2.73  0.05
H  -1.27  -1.94  0.80  0.04
H  2.90  4.63  -2.70  0.13
H  0.09  1.46  -0.05  0.11
H  1.27  1.95  1.31  -0.09
S  2.69  3.02  0.30  0.84
O  0.96  -0.60  -4.16  -0.14
C  0.12  0.41  -0.35  -0.10
H  -2.24  2.66  -1.73  0.15
O  0.94  -2.35  4.29  0.00
C  -2.15  -1.79  2.57  -0.13
H  -1.75  3.29  3.40  0.14
H  2.52  -1.41  1.08  0.12
H  -1.53  -2.62  2.25  0.13
H  -2.12  1.46  -0.48  -0.08
H  3.26  -1.01  2.58  0.12
C  1.88  -0.54  0.94  -0.12
C  0.29  2.62  3.06  -0.11
H  -2.37  2.89  1.05  0.15
H  -1.21  -1.09  0.25  0.04
H  3.23  -3.62  4.06  0.09
C  2.70  5.37  -0.58  -0.18
H  -1.59  1.54  3.38  0.10
C  1.59  -0.01  -0.48  -0.12
C  -2.96  0.81  -2.46  -0.14
O  -4.07  -0.57  1.94  -0.14
H  -3.29  -2.25  0.92  0.10
O  -2.90  1.74  2.36  -0.30
O  -0.31  3.31  0.93  -0.02
H  -1.38  1.54  0.98  0.05
H  1.92  -2.09  -1.47  0.13
N  2.81  -1.74  3.11  -0.01
H  2.03  6.13  -0.97  0.14
H  -2.58  0.35  -4.52  0.12
H  1.68  -0.84  -1.18  0.02
C  -2.31  1.07  -3.75  -0.15
O  1.62  2.05  0.33  -0.32
C  3.28  4.49  -1.69  -0.19
O  -2.09  -3.33  -2.09  -0.12
C  -1.22  -2.59  -0.07  -0.20
H  -0.16  -2.72  -0.28  0.13
H  -2.52  -4.07  1.05  0.10
H  3.47  5.85  0.02  0.13
C  -3.53  -1.84  1.91  -0.20
C  1.12  -0.01  3.56  -0.02
H  -0.34  0.25  -3.78  0.08
H  0.51  3.43  3.75  0.12
S  -2.80  0.51  1.53  1.00
O  3.78  3.04  1.27  -0.18
H  2.15  0.33  1.53  0.09
O  -1.62  -0.51  2.23  -0.25
H  1.95  0.19  -2.61  0.16
H  -2.63  2.04  -4.12  0.11
H  0.64  1.65  3.45  0.02
H  1.29  0.59  4.46  0.11
C  0.84  2.89  1.66  -0.29
C  3.44  -3.09  3.14  -0.05
H  -2.75  -1.51  -1.27  0.11
H  -0.35  1.97  -3.90  0.14
H  -2.19  -1.96  3.65  0.14


Here is one molecule with the formula C20H21FN4O3 from the OMol25 dataset. Energies are from ωB97M-V with the def2-TZVPD basis set.

Results
Energy above the lowest of the compared OMol25 structures with the same formula, charge and spin: 2.2 kcal per mole
SMILES string: COc1ccc(-c2[nH]ncc2CN2CCN(C(=O)c3ccco3)CC2)cc1F
Orbital gap: 0.326 Ha

Last column: Löwdin charge in e.
Cartesian coordinates (Å):
C  -2.64  0.05  0.53  -0.17
H  5.41  -0.44  3.28  0.10
H  -0.51  -4.50  -0.79  0.10
H  0.47  -1.09  -1.81  0.12
C  -2.57  -0.62  1.75  -0.03
O  5.16  0.96  0.35  0.08
H  -2.24  -4.94  -0.91  0.10
C  -2.08  -2.02  -0.56  -0.19
H  -2.74  -0.08  2.67  0.11
C  -2.25  -1.96  1.81  0.00
H  -0.23  1.90  0.82  0.13
H  -1.90  2.16  -2.37  0.13
C  4.04  -0.56  1.53  -0.02
C  -2.40  -0.68  -0.63  0.05
H  1.84  0.56  1.19  0.11
N  -3.89  3.38  1.12  0.03
C  -1.41  2.39  -1.43  -0.15
H  -2.46  -0.22  -1.60  0.13
C  -2.43  2.48  -0.34  -0.16
C  -2.93  1.47  0.47  -0.17
C  1.17  -0.27  -1.99  -0.11
H  3.32  -1.31  1.80  0.12
C  5.77  0.81  1.53  -0.11
C  -1.38  -4.85  -0.23  -0.07
H  6.64  1.41  1.71  0.12
H  -2.94  4.65  -0.23  0.11
C  4.09  0.13  0.35  -0.20
H  1.08  1.81  -2.57  0.13
H  -0.27  0.81  -3.17  0.12
O  -1.67  -4.00  0.86  -0.06
C  5.13  -0.12  2.30  -0.05
N  -3.79  2.08  1.32  0.03
C  0.40  1.61  -0.02  -0.15
N  -0.44  1.34  -1.16  -0.19
O  3.89  -0.11  -1.99  0.08
H  -0.92  3.38  -1.54  0.13
H  -2.18  -2.47  2.75  0.12
C  1.19  0.35  0.34  -0.11
C  0.38  1.00  -2.31  -0.15
F  -1.85  -2.65  -1.74  0.05
C  -3.06  3.65  0.13  -0.11
N  1.97  -0.07  -0.80  -0.04
C  3.32  0.00  -0.92  -0.39
H  1.84  -0.52  -2.81  0.12
H  0.49  -0.44  0.60  0.13
H  1.11  2.44  -0.23  0.14
H  -4.36  1.64  2.03  0.16
C  -1.99  -2.70  0.66  -0.22
H  -1.16  -5.82  0.21  0.09


Here is one molecule with the formula C5H5NS from the OMol25 dataset. Energies are from ωB97M-V with the def2-TZVPD basis set.

Results
Energy above the lowest of the compared OMol25 structures with the same formula, charge and spin: 85.3 kcal per mole
SMILES string: C#C[C@@H]1CN1C=S
Orbital gap: 0.330 Ha

Last column: Löwdin charge in e.
Cartesian coordinates (Å):
C  -0.09  -0.11  -1.16  -0.11
H  0.49  0.23  -2.06  0.14
H  -1.12  -0.21  -1.31  0.05
H  4.18  -2.26  -0.52  0.08
N  0.29  0.33  0.21  -0.09
C  -0.82  0.69  0.96  -0.70
H  -0.59  0.41  1.99  0.08
C  3.14  -1.83  -0.26  0.09
S  -2.10  1.48  0.37  0.69
C  1.98  -1.49  -0.28  -0.08
C  0.58  -1.01  -0.20  -0.31
H  -0.12  -1.75  0.29  0.16


Here is C3H6N2O2 as an isolated structure from the OMol25 dataset. Energies are from ωB97M-V with the def2-TZVPD basis set.

Results
Energy above the lowest of the compared OMol25 structures with the same formula, charge and spin: 120.6 kcal per mole
Orbital gap: 0.350 Ha

Last column: Löwdin charge in e.
Cartesian coordinates (Å):
C  0.18  0.64  0.34  0.06
H  -2.91  0.10  0.40  0.09
H  0.10  1.70  0.68  0.10
H  -2.36  0.59  -1.23  0.09
H  -2.09  1.58  0.19  0.08
O  -0.74  -1.32  0.02  -0.12
N  -0.81  -0.06  0.04  -0.39
H  1.19  -1.70  0.07  0.05
C  2.08  0.04  0.01  -0.44
C  -2.14  0.56  -0.18  0.01
O  2.77  0.91  -0.25  0.15
H  2.70  -1.80  -0.29  0.13
N  2.03  -1.23  0.21  0.19